# 1
C26H34NNiO2 | ωB97M-V with the def2-TZVPD basis set

Each line ends with the Mulliken spin population.
Atoms and positions in Å:
C 1.9096 -0.5342 1.0313  0.131
C 2.5267 -1.0324 -0.1702  -0.069
C 2.6777 0.0849 -1.0553  0.071
H 2.9350 -2.0335 -0.3085  -0.006
C 1.9993 1.2028 -0.4798  -0.024
C 1.6324 0.8417 0.8508  0.020
H 1.9582 2.1950 -0.9137  -0.004
C -0.9827 -0.9236 2.5919  -0.147
C -0.4733 -2.2797 2.1475  0.371
C -0.8709 -2.5261 0.8720  -0.017
H 0.1263 -2.9258 2.7779  0.025
C -1.5054 -1.3311 0.3039  0.062
C -1.5274 -0.3744 1.3068  0.452
H 3.2988 0.1313 -1.9372  0.014
H 1.3274 1.5324 1.6343  0.016
H 1.8101 -1.0764 1.9639  -0.042
H -1.9787 0.6162 1.2622  -0.012
H -0.7856 -3.4454 0.2922  0.011
H -1.8440 -1.1784 3.2500  0.145
Ni 0.6993 -0.3841 -0.7654  0.856
C -2.2710 -1.3074 -1.0334  -0.036
C -3.7533 -1.7013 -0.7765  0.015
C -1.6259 -2.3559 -1.9716  0.045
H -3.8507 -2.7008 -0.3280  0.006
H -4.3309 -1.7268 -1.7091  -0.004
H -4.2423 -0.9935 -0.0953  -0.001
H -1.9201 -3.3604 -1.6379  0.005
H -0.5247 -2.2704 -1.9499  -0.025
H -1.9478 -2.2009 -3.0087  0.000
C -2.2967 0.1215 -1.6804  -0.020
C -1.1220 0.4910 -2.5197  -0.018
H -2.4165 0.9152 -0.9108  0.018
H -3.1976 0.2034 -2.2976  0.000
O 0.0053 -0.0894 -2.2719  0.048
N -1.2182 1.3624 -3.5499  0.009
C -0.4416 2.6325 -3.5658  -0.002
H -2.1183 1.4564 -4.0150  0.001
C 0.9733 2.2934 -3.9592  -0.002
C 2.0920 2.9681 -3.4357  0.003
H 1.9442 3.8951 -2.8560  -0.003
C 3.3746 2.4186 -3.6128  0.006
H 4.2287 2.9158 -3.1354  0.001
C 3.5585 1.2466 -4.3654  -0.001
H 4.5588 0.8263 -4.4773  -0.001
C 2.4619 0.6837 -5.0331  -0.002
H 2.5910 -0.1707 -5.6940  0.000
C 1.1877 1.2269 -4.8461  0.000
H 0.3448 0.8020 -5.3983  0.000
H -0.4996 3.1632 -2.5980  0.000
H -0.8932 3.3111 -4.3076  0.001
C -1.5266 0.2075 5.2571  -0.005
C -0.1300 -0.0809 4.7225  0.066
C 0.7565 1.0397 5.2407  0.015
C 0.4113 -1.3982 5.2622  0.013
O -0.0635 -0.0672 3.2765  0.021
H -1.4663 0.3445 6.3460  -0.008
H -2.2401 -0.5990 5.0656  -0.008
H -1.9017 1.1448 4.8286  0.008
H 0.7565 0.9918 6.3360  -0.004
H 1.7880 0.9407 4.8878  0.004
H 0.3563 2.0129 4.9406  0.002
H -0.2385 -2.2467 5.0148  0.006
H 1.4148 -1.5842 4.8517  -0.003
H 0.5000 -1.3207 6.3558  -0.003

Properties
spin multiplicity: 3
charge: -1
Kohn-Sham gap (spin up / spin down): 2.79 / 5.07 eV
LUMO (spin up / spin down): 2.602 / 2.602 eV
HOMO (spin up / spin down): -0.19 / -2.47 eV
energy above the lowest of the compared OMol25 structures with the same formula, charge and spin: 137.5 kJ/mol

=====

# 2
C2HN4O4 | ωB97M-V with the def2-TZVPD basis set

Each line ends with the Mulliken charge.
Atoms and positions in Å:
C 0.7170 2.0430 -0.0241  0.630
C 2.3939 -0.8226 -0.2158  0.023
N -0.2060 1.4558 -0.5753  -0.108
N -0.9257 0.4276 -0.5925  -0.087
N 1.2701 -1.0183 -0.3193  0.215
N -2.9302 -0.9436 0.7753  1.089
O 1.6538 2.6402 0.2728  -0.295
O 0.0281 -0.9049 -0.2548  -0.334
O -2.3232 -0.0039 0.7518  -0.240
O -3.2331 -2.0098 0.4350  -0.330
H 3.5553 -0.8633 -0.2530  0.436

Properties
charge: +1
Kohn-Sham gap (spin up / spin down): 6.16 / 6.16 eV
LUMO (spin up / spin down): -6.098 / -6.100 eV
HOMO (spin up / spin down): -12.26 / -12.26 eV
energy above the lowest of the compared OMol25 structures with the same formula, charge and spin: 469.5 kJ/mol

=====

# 3
C5H4 | ωB97M-V with the def2-TZVPD basis set

Each line ends with the Mulliken charge.
Atoms and positions in Å:
C 2.1533 -0.6194 0.4087  -0.294
C 1.2158 -0.0454 -0.1399  -0.058
C 0.0072 0.6777 -0.3050  -0.808
C -1.2804 0.0064 -0.0539  -0.382
C -2.3679 -0.4858 0.1312  0.291
H 2.8555 -1.3560 0.0971  0.269
H 0.8429 1.1906 0.4788  0.218
H -0.0888 1.5312 -0.9653  0.377
H -3.3377 -0.8994 0.3484  0.387

Properties
charge: 0
Kohn-Sham gap: 9.75 eV
LUMO: 0.804 eV
HOMO: -8.94 eV
energy above the lowest of the compared OMol25 structures with the same formula, charge and spin: 270.0 kJ/mol

=====

# 4
C38H38Cl3N4OTi | ωB97M-V with the def2-TZVPD basis set

Each line ends with the Mulliken spin population.
Atoms and positions in Å:
Ti 0.5132 0.1030 -0.2247  0.878
C -3.1855 0.3271 0.9342  0.002
C -2.1697 0.3454 1.8761  -0.021
C -1.2280 -0.6839 1.9043  0.019
C -1.2762 -1.6933 0.9466  0.046
C -2.2870 -1.6876 -0.0204  -0.018
C -3.2483 -0.6932 -0.0106  -0.005
H -3.9420 1.1012 0.9423  0.000
H -2.1242 1.1311 2.6182  -0.001
H -0.4907 -0.7073 2.6955  0.003
H -0.5892 -2.5320 0.9978  -0.002
H -2.3402 -2.4895 -0.7464  -0.001
H -4.0535 -0.7102 -0.7341  0.000
Cl 1.7612 2.2059 3.9287  0.000
C 2.3788 2.5983 2.3763  -0.001
C 3.4520 3.5054 2.2497  -0.001
C 3.9566 3.8351 1.0236  -0.001
Cl 5.2514 4.9603 0.9025  0.000
C 3.4263 3.2467 -0.1563  -0.008
C 3.8673 3.4899 -1.4702  0.010
C 3.2706 2.8348 -2.5202  -0.002
C 2.2522 1.9117 -2.2669  0.034
N 1.8185 1.6497 -1.0459  -0.003
C 2.3692 2.3303 0.0020  0.007
C 1.8090 2.0320 1.2631  0.005
O 0.7626 1.1946 1.2680  0.000
H 3.8674 3.9480 3.1445  0.000
H 4.6713 4.1930 -1.6413  0.000
H 3.5858 3.0123 -3.5380  0.000
H 1.7872 1.3657 -3.0811  0.000
C 0.3929 -3.5456 -6.3502  0.000
C -0.1084 -4.2360 -5.0713  0.002
C 0.6714 -5.5360 -4.8742  0.000
C -1.6048 -4.5656 -5.2066  0.000
C 0.0667 -3.2851 -3.9011  -0.002
C 0.7943 -3.6060 -2.7572  -0.001
C 0.9022 -2.6839 -1.7368  0.010
N 0.3311 -1.4748 -1.7701  -0.028
C -0.3965 -1.1491 -2.8644  -0.001
C -0.5340 -2.0247 -3.9218  0.000
C -1.0514 0.1745 -2.8034  0.033
C -1.7460 0.7355 -3.8627  -0.002
C -2.3695 1.9737 -3.7308  0.001
C -2.2429 2.6082 -2.4907  -0.011
C -1.5159 2.0121 -1.4890  0.034
N -0.9268 0.8159 -1.6275  -0.015
C -3.1470 2.6326 -4.8558  0.001
C -3.1615 1.7809 -6.1252  0.000
C -4.5943 2.8534 -4.3861  0.001
C -2.4941 3.9883 -5.1732  0.002
H 0.2761 -4.2228 -7.1960  0.000
H 1.4502 -3.2883 -6.2676  0.000
H -0.1675 -2.6381 -6.5787  0.000
H 0.5360 -6.1703 -5.7491  0.000
H 0.3151 -6.0969 -4.0084  0.000
H 1.7421 -5.3533 -4.7653  0.000
H -1.7473 -5.2586 -6.0355  0.000
H -2.2035 -3.6765 -5.4098  0.000
H -1.9848 -5.0390 -4.2999  0.000
H 1.2792 -4.5641 -2.6489  0.000
H 1.4605 -2.9265 -0.8426  0.000
H -1.1296 -1.7404 -4.7769  0.000
H -1.8081 0.2072 -4.8009  0.000
H -2.6987 3.5707 -2.3083  0.000
H -1.3847 2.4939 -0.5269  -0.003
H -3.6428 0.8143 -5.9623  0.000
H -2.1554 1.6201 -6.5188  0.000
H -3.7306 2.2992 -6.8958  0.000
H -5.0799 1.9061 -4.1457  0.000
H -5.1634 3.3319 -5.1829  0.000
H -4.6454 3.5002 -3.5099  0.000
H -1.4595 3.8616 -5.4968  0.000
H -2.5090 4.6607 -4.3152  0.000
H -3.0434 4.4714 -5.9810  0.000
Cl 5.9704 -1.5755 -1.1045  0.000
C 4.6433 -1.5593 -0.0191  -0.003
C 4.7520 -2.0808 1.2626  0.004
C 3.6437 -2.0266 2.0905  -0.004
C 2.4742 -1.4591 1.6193  0.028
N 2.3699 -0.9650 0.3774  0.006
C 3.4389 -1.0124 -0.4244  0.018
H 5.6849 -2.5125 1.5994  0.000
H 3.6863 -2.4146 3.0982  0.000
H 1.6015 -1.3760 2.2525  -0.006
H 3.3385 -0.6057 -1.4229  -0.002

Properties
spin multiplicity: 2
charge: +2
Kohn-Sham gap (spin up / spin down): 7.05 / 7.15 eV
LUMO (spin up / spin down): -6.257 / -6.178 eV
HOMO (spin up / spin down): -13.31 / -13.33 eV
energy above the lowest of the compared OMol25 structures with the same formula, charge and spin: 26.2 kJ/mol